Molecular formula: C22H20F5N3NiS
Method: DFT, ωB97M-V/def2-TZVPD

Last column: natural (NBO) charge in e.
CARTESIAN COORDINATES (ANGSTROEM)
Ni (0.489993, 0.505176, -0.014165)  0.9473
C (2.744306, 0.151353, 1.615342)  -0.4218
N (1.403175, -0.463396, 1.461718)  -0.4641
C (0.687856, -0.398741, 2.757595)  -0.4240
C (1.547416, -1.863471, 1.037610)  0.1574
C (1.997168, -2.850593, 1.890877)  -0.2319
C (2.056254, -4.168612, 1.458139)  -0.2586
C (1.631343, -4.467338, 0.173675)  -0.1811
C (1.202018, -3.476069, -0.694904)  -0.2662
C (1.190698, -2.132491, -0.290658)  0.1363
N (0.819806, -1.019466, -1.010227)  -0.6681
C (0.536046, -0.947894, -2.354413)  0.1348
C (0.855075, -1.867063, -3.365772)  -0.2642
C (0.464367, -1.633804, -4.674951)  -0.1827
C (-0.229816, -0.487253, -5.028209)  -0.2573
C (-0.486640, 0.465808, -4.052016)  -0.2327
C (-0.092745, 0.240446, -2.748278)  0.1585
N (-0.218571, 1.266485, -1.704510)  -0.4631
C (-1.606121, 1.769850, -1.615226)  -0.4209
C (0.689300, 2.391184, -2.062739)  -0.4245
H (3.314922, -0.381560, 2.380309)  0.1931
H (2.625985, 1.193077, 1.907655)  0.2265
H (3.274576, 0.089131, 0.666781)  0.2173
H (1.267235, -0.893955, 3.538469)  0.1883
H (-0.273789, -0.895924, 2.656298)  0.2211
H (0.546952, 0.642632, 3.030379)  0.2306
H (2.293339, -2.606879, 2.902877)  0.2108
H (2.402405, -4.947070, 2.123507)  0.2155
H (1.624837, -5.495896, -0.164594)  0.2135
H (0.835329, -3.759777, -1.666486)  0.2178
H (1.440445, -2.743462, -3.144386)  0.2177
H (0.717000, -2.364050, -5.433430)  0.2138
H (-0.542013, -0.320559, -6.049674)  0.2156
H (-0.981531, 1.389713, -4.323009)  0.2110
H (-1.896088, 2.259961, -2.546659)  0.1890
H (-1.665964, 2.491287, -0.804217)  0.2272
H (-2.275367, 0.934610, -1.423088)  0.2224
H (0.402338, 2.804397, -3.032513)  0.1926
H (1.709258, 2.015780, -2.126677)  0.2155
H (0.621907, 3.163389, -1.301032)  0.2319
F (-5.004698, 2.096201, 4.013823)  -0.2850
C (-3.841846, 2.143135, 3.363621)  0.2638
C (-3.463056, 1.111619, 2.527353)  0.2731
F (-4.264149, 0.056144, 2.365558)  -0.2884
C (-2.253086, 1.173525, 1.857490)  0.2930
F (-1.953826, 0.128724, 1.060340)  -0.3164
C (-1.372108, 2.242538, 1.982181)  -0.2897
S (0.173829, 2.401480, 1.167958)  -0.3281
C (-1.792289, 3.264546, 2.836827)  0.3633
F (-1.011797, 4.333586, 3.019687)  -0.3011
C (-2.994583, 3.227404, 3.515957)  0.2580
F (-3.345098, 4.232142, 4.319809)  -0.2869

Forces on atoms 1 to 6 (eV/Å):
-0.08 -0.03 0.01
0.01 0.01 0.00
-0.02 0.00 -0.01
0.01 -0.01 0.00
0.00 0.00 -0.01
0.00 0.01 -0.01

## Properties
* DFT total energy: -93074.754 eV
* frontier orbital gap: 7.636 eV